(1)
23
Properties=species:S:1:pos:R:3 method="wB97M-V/def2-TZVPD" relative_energy_kj_mol=556.0 smiles="Cc1cc(C)c(/N=N/O)c([N+](=O)[O-])c1" energy_ev=-19046.3118 lumo_ev="-0.797 / -0.507" homo_lumo_gap_ev="7.581 / 7.874"
O 0.253 -3.129 0.504
O 1.321 -3.101 -1.369
O -2.176 -2.257 3.122
N -0.508 -1.457 1.538
N -2.158 -1.718 1.921
N 0.735 -2.538 -0.464
C 1.166 -0.351 -1.466
C 0.972 1.013 -1.428
C -1.260 1.380 1.657
C 0.168 1.546 -0.409
C -0.429 0.782 0.568
C 1.626 1.893 -2.447
C -0.209 -0.622 0.563
C 0.581 -1.146 -0.488
H 1.765 -0.828 -2.227
H 1.410 1.532 -3.451
H 0.013 2.615 -0.381
H -2.837 -2.971 3.127
H -2.302 1.089 1.534
H 1.286 2.921 -2.360
H -1.192 2.465 1.645
H -0.930 1.007 2.625
H 2.707 1.873 -2.314

=====

(2)
110
Properties=species:S:1:pos:R:3 method="wB97M-V/def2-TZVPD" charge=+4 relative_energy_kj_mol=862.7 energy_ev=-98574.7859 lumo_ev=-9.401 homo_lumo_gap_ev=1.125
S -0.703 -0.390 1.896
S -0.315 0.343 -0.259
F -0.046 -0.406 3.382
F 0.905 -0.107 -1.193
O 3.719 -1.834 7.377
O -3.751 -1.634 5.563
O -1.025 -1.801 1.689
O -0.391 1.746 -0.554
O -4.870 1.043 -2.780
O 4.757 -1.177 -5.374
O -5.523 -2.801 4.999
O -1.334 -0.480 -0.831
O -2.727 5.429 -2.296
O -5.741 -0.711 5.330
O -6.967 1.118 -2.027
O -1.752 0.599 2.040
O 2.552 4.646 1.383
O 2.149 -4.357 2.395
O -5.423 0.110 -0.844
O -5.217 -5.374 -4.923
O -4.367 6.263 3.072
N -1.464 4.893 -4.183
N 2.721 -1.505 -6.504
N 3.724 2.619 1.429
N 0.556 -0.041 1.124
N 3.298 -3.110 0.655
N 2.222 -3.002 8.824
N -4.887 4.029 3.834
N -2.994 -5.898 -5.581
C 3.194 -1.901 -7.904
C 2.818 -3.799 -0.702
C -5.037 -1.718 5.287
C -4.002 -5.073 -4.812
C 3.771 -0.608 -5.806
C 3.823 2.568 2.982
C 3.388 0.854 -5.522
C -2.659 5.182 -5.153
C 4.608 -3.881 8.363
C 4.606 -4.497 2.488
C 4.225 4.586 -0.314
C -4.028 5.124 3.136
C 3.468 -2.873 8.000
C -1.697 5.588 -2.840
C -5.745 0.811 -1.911
C -2.684 4.561 2.587
C 3.472 4.035 0.860
C -0.522 6.299 -2.291
C 1.058 -2.162 8.178
C -5.680 3.276 2.739
C -3.527 -4.038 -3.760
C 3.255 -4.035 1.907
C -2.923 -5.514 -7.058
H -4.280 -3.313 -3.451
H -3.071 -4.549 -2.912
H -2.528 4.443 -5.944
H 3.092 -1.025 -8.545
H -3.161 -6.882 -5.426
H -1.277 3.907 -4.070
H 4.310 1.628 3.238
H 4.217 -2.274 -7.857
H -3.856 -5.339 -7.594
H -1.944 5.358 2.657
H -0.286 7.068 -3.026
H 5.284 -4.002 1.792
H -0.546 5.142 -4.523
H -2.334 -6.203 -7.663
H -2.774 4.145 1.584
H 4.829 -4.250 3.525
H -4.536 0.119 -1.211
H 4.064 3.917 -1.159
H -5.503 4.549 4.443
H -4.219 3.504 4.380
H 4.074 1.305 -4.804
H 5.607 -3.450 8.292
H 1.217 -1.094 8.025
H 2.550 -2.581 9.682
H 1.786 -1.136 -6.603
H 5.299 4.692 -0.161
H -5.002 2.662 2.147
H 4.474 -4.387 9.319
H 1.986 -3.974 8.964
H 4.486 -4.647 7.597
H -6.217 4.022 2.153
H -2.420 -4.549 -6.982
H 4.781 -5.540 2.225
H -2.149 3.827 3.189
H 2.354 1.028 -5.224
H -0.673 6.700 -1.289
H 3.382 1.455 -6.431
H 4.163 -2.620 0.476
H 2.659 -2.343 0.807
H 0.229 -2.343 8.863
H 2.505 -2.665 -8.261
H -6.361 2.633 3.297
H 3.545 -3.517 -1.464
H 1.860 -3.402 -1.038
H 4.270 3.499 3.331
H -3.742 -0.695 5.761
H 0.808 -2.691 7.258
H -2.107 -5.810 -5.106
H 3.891 5.599 -0.538
H 2.986 1.961 1.224
H 4.509 2.194 0.956
H 0.368 5.674 -2.225
H 2.799 2.577 3.356
H 2.894 -4.883 -0.614
H -2.582 6.173 -5.601
H -3.612 5.146 -4.624
H -2.804 -3.457 -4.333
H 2.417 -2.302 -5.964

=====

(3)
23
Properties=species:S:1:pos:R:3 method="wB97M-V/def2-TZVPD" relative_energy_kj_mol=0.0 smiles="CO[P@H](=O)c1ccccc1.C=S" energy_ev=-32692.7820 lumo_ev=-0.202 homo_lumo_gap_ev=8.459
S -2.428 -2.139 -0.335
P 0.834 1.637 -0.128
O 0.334 1.986 -1.475
O -0.241 1.625 1.047
C 2.130 -2.140 -0.938
C -1.879 -0.913 -1.257
C 1.873 -0.566 1.302
C 1.741 -0.844 -1.086
C 1.529 -0.076 0.075
C -1.117 2.674 1.266
C 2.264 -2.702 0.332
C 2.100 -1.935 1.456
H 1.597 -0.343 -2.114
H -2.141 0.172 -1.124
H 1.738 0.032 2.241
H 2.656 -3.702 0.445
H -0.790 3.681 0.800
H 1.847 2.539 0.195
H -2.117 2.411 0.893
H 2.318 -2.795 -1.765
H 2.282 -2.369 2.450
H -1.167 2.638 2.376
H -1.096 -1.148 -2.040

=====

(4)
11
Properties=species:S:1:pos:R:3 method="wB97M-V/def2-TZVPD" relative_energy_kj_mol=333.5 smiles=N#C[C@H](S)[C@@H](Cl)C#N energy_ev=-30530.6152 lumo_ev=-0.447 homo_lumo_gap_ev=9.833
Cl -0.873 -2.044 -0.131
S -2.268 0.981 -0.041
N 1.564 2.287 -0.061
N 2.534 -0.895 -0.273
C -0.444 0.571 -0.284
C 1.457 -0.812 0.095
C 0.118 -0.639 0.376
C 0.619 1.455 0.023
H -0.445 0.340 -1.385
H -2.538 -0.562 0.078
H 0.276 -0.683 1.604

=====

Please write out number 1 again, unchanged.
23
Properties=species:S:1:pos:R:3 method="wB97M-V/def2-TZVPD" relative_energy_kj_mol=556.0 smiles="Cc1cc(C)c(/N=N/O)c([N+](=O)[O-])c1" energy_ev=-19046.3118 lumo_ev="-0.797 / -0.507" homo_lumo_gap_ev="7.581 / 7.874"
O 0.253 -3.129 0.504
O 1.321 -3.101 -1.369
O -2.176 -2.257 3.122
N -0.508 -1.457 1.538
N -2.158 -1.718 1.921
N 0.735 -2.538 -0.464
C 1.166 -0.351 -1.466
C 0.972 1.013 -1.428
C -1.260 1.380 1.657
C 0.168 1.546 -0.409
C -0.429 0.782 0.568
C 1.626 1.893 -2.447
C -0.209 -0.622 0.563
C 0.581 -1.146 -0.488
H 1.765 -0.828 -2.227
H 1.410 1.532 -3.451
H 0.013 2.615 -0.381
H -2.837 -2.971 3.127
H -2.302 1.089 1.534
H 1.286 2.921 -2.360
H -1.192 2.465 1.645
H -0.930 1.007 2.625
H 2.707 1.873 -2.314